Model 1:
Here is a cluster of 2 separate species, C2H2O3S in total from the Open Molecules 2025 dataset. Energies are from wB97M-V/def2-TZVPD.

Results
Gap between HOMO and LUMO: 9.3 eV
Lowest unoccupied orbital energy: -0.65 eV
Charge: 0

Each line ends with the Mulliken charge.
Positions of all 8 atoms, in Å:
C 0.70047 1.10069 0.07661  0.965
C 1.07837 -0.12666 -0.07258  -1.346
O 0.38153 2.17520 0.29586  -0.289
O -1.84703 -0.00003 -0.89836  -0.407
O -1.64604 -1.15483 1.16250  -0.431
S -1.27992 -1.13008 -0.25111  0.746
H 1.71394 -0.40405 0.78959  0.280
H 0.89869 -0.46025 -1.10252  0.481

---

Model 2:
Here is a cluster of 2 separate species, C2H2O3S in total from the Open Molecules 2025 dataset. Energies are from wB97M-V/def2-TZVPD.

Results
Gap between HOMO and LUMO: 10.3 eV
Lowest unoccupied orbital energy: 0.45 eV
Charge: 0
SMILES: O=C=O.O=CS

Each line ends with the Mulliken charge.
Positions of all 8 atoms, in Å:
O 2.50144 2.31626 1.90722  -0.307
C 1.50345 2.08266 1.43498  0.666
O 0.54412 1.69920 0.95137  -0.345
O 1.48681 -0.69385 -0.23515  -0.449
C 0.55849 0.04129 -0.42462  0.186
S -1.15268 -0.19448 0.12384  -0.217
H 0.64287 0.93177 -1.03082  0.319
H -1.24489 -1.34724 0.77482  0.147

---

Which is the most stable structure? model 2 is the most stable.